Entry 1:
An isolated molecule of C4H8ClNO in a non-equilibrium geometry. Source: the OMol25 dataset; level of theory: ωB97M-V with the def2-TZVPD basis set.

Properties
HOMO: -9.7 eV
charge: 0
SMILES: NC1(CCl)COC1
gap between HOMO and LUMO: 0.38499 hartree
DFT total energy: -747.345618 hartree

Each atom is followed by the atoms it is bonded to, with distances in Å.
Cartesian coordinates (Å):
1 Cl -2.003 -0.124 0.018  C7 1.806
2 O 0.858 -1.732 0.052  C4 1.448, C5 1.476
3 N 1.720 1.405 -0.102  C6 1.459, H9 1.037, H11 1.031
4 C 0.777 -0.764 -1.022  O2 1.448, C6 1.577, H10 1.107, H15 1.103
5 C 0.940 -0.628 1.029  O2 1.476, C6 1.556, H8 1.070, H13 1.111
6 C 0.614 0.457 -0.037  N3 1.459, C4 1.577, C5 1.556, C7 1.530
7 C -0.739 1.167 0.025  Cl1 1.806, C6 1.530, H12 1.136, H14 1.080
8 H 0.370 -0.727 1.930  C5 1.070
9 H 1.771 1.885 0.815  N3 1.037
10 H -0.034 -0.961 -1.750  C4 1.107
11 H 1.663 2.117 -0.846  N3 1.031
12 H -0.909 1.790 0.960  C7 1.136
13 H 1.963 -0.390 1.390  C5 1.111
14 H -0.940 1.753 -0.860  C7 1.080
15 H 1.701 -0.731 -1.623  C4 1.103

Mulliken atomic charge list, values in e, 5 entries:
1. Cl -0.205
2. O -0.371
3. N -0.699
4. C -0.746
5. C -0.729

---

Entry 2:
A cluster of 2 separate species, C3H7O2 in total in a non-equilibrium geometry. Source: the OMol25 dataset; level of theory: ωB97M-V with the def2-TZVPD basis set.

Properties
HOMO (spin up / spin down): -14.3 / -14.3 eV
charge: +1
gap between HOMO and LUMO (spin up / spin down): 0.28704 / 0.28697 hartree
DFT total energy: -268.527148 hartree

Each atom is followed by the atoms it is bonded to, with distances in Å.
Cartesian coordinates (Å):
1 O 0.848 -0.560 0.111  C3 1.244, C4 1.383
2 O -0.125 1.426 -0.139  C4 1.305, H9 0.983
3 C 2.000 -0.176 -0.159  O1 1.244, H6 1.128, H8 1.104
4 C -0.323 0.174 0.172  O1 1.383, O2 1.305, C5 1.466
5 C -1.483 -0.595 -0.289  C4 1.466, H7 1.124, H10 1.138, H12 1.028
6 H 2.391 0.783 -0.605  C3 1.128
7 H -1.188 -1.616 0.078  C5 1.124
8 H 2.676 -1.043 -0.056  C3 1.104
9 H -0.822 2.092 0.052  O2 0.983
10 H -1.587 -0.335 -1.392  C5 1.138
11 H -0.062 0.183 1.985  no bonds
12 H -2.324 -0.334 0.242  C5 1.028

Mulliken atomic charge list, values in e, 5 entries:
1. O -0.032
2. O -0.466
3. C 0.003
4. C 0.213
5. C -0.902

---

Entry 3:
A cluster of 2 separate species, C6H17NO2 in total in a non-equilibrium geometry. Source: the OMol25 dataset; level of theory: ωB97M-V with the def2-TZVPD basis set.

Properties
HOMO (spin up / spin down): -14.1 / -14.0 eV
charge: +1
multiplicity: 2
gap between HOMO and LUMO (spin up / spin down): 0.40269 / 0.23302 hartree
DFT total energy: -443.619644 hartree

Each atom is followed by the atoms it is bonded to, with distances in Å.
Cartesian coordinates (Å):
1 O 0.733 -2.822 2.915  C7 1.398, H24 1.111
2 O -1.749 -3.050 -2.698  H18 1.009, H23 1.013
3 N 0.480 1.001 0.257  C5 1.497, C6 1.472, H10 1.049
4 C 0.603 -0.597 2.267  C6 1.608, C7 1.459, H22 1.066, H26 1.111
5 C -0.438 1.605 -0.759  N3 1.497, C8 1.586, C9 1.511, H20 1.075
6 C 0.130 -0.339 0.752  N3 1.472, C4 1.608, H14 1.127, H25 0.965
7 C 1.497 -1.724 2.513  O1 1.398, C4 1.459, H17 1.135, H19 1.048
8 C -0.285 0.882 -2.163  C5 1.586, H15 1.148, H16 1.106, H21 1.193
9 C -0.264 3.103 -0.837  C5 1.511, H11 1.089, H12 1.185, H13 1.031
10 H 1.487 1.195 0.034  N3 1.049
11 H 0.740 3.465 -1.058  C9 1.089
12 H -0.464 3.696 0.169  C9 1.185
13 H -0.948 3.480 -1.510  C9 1.031
14 H 0.708 -0.992 0.039  C6 1.127
15 H 0.483 1.414 -2.829  C8 1.148
16 H -0.083 -0.204 -2.195  C8 1.106
17 H 2.351 -1.573 3.245  C7 1.135
18 H -1.370 -2.340 -2.090  O2 1.009
19 H 2.124 -1.741 1.673  C7 1.048
20 H -1.391 1.231 -0.431  C5 1.075
21 H -1.360 1.036 -2.656  C8 1.193
22 H 0.923 0.412 2.394  C4 1.066
23 H -2.756 -2.996 -2.797  O2 1.013
24 H 0.027 -3.165 2.129  O1 1.111
25 H -0.834 -0.367 0.790  C6 0.965
26 H -0.343 -0.611 2.849  C4 1.111

Mulliken atomic charge list, values in e, 5 entries:
1. O -0.536
2. O -0.641
3. N -0.040
4. C -0.778
5. C 0.486

---

Entry 4:
An isolated molecule of C2HF4NO in a non-equilibrium geometry. Source: the OMol25 dataset; level of theory: ωB97M-V with the def2-TZVPD basis set.

Properties
HOMO: -9.8 eV
charge: 0
SMILES: FC1(F)NOC1(F)F
gap between HOMO and LUMO: 0.39301 hartree
DFT total energy: -606.177526 hartree

Each atom is followed by the atoms it is bonded to, with distances in Å.
Cartesian coordinates (Å):
1 F 2.586 1.052 -1.155  C7 1.338
2 F 0.875 -1.613 -1.107  C8 1.297
3 F 1.680 -1.773 0.912  C8 1.369
4 F 2.989 0.528 0.833  C7 1.312
5 O 0.872 1.171 0.310  N6 1.379, C7 1.419
6 N 0.111 0.036 0.496  O5 1.379, C8 1.562, H9 1.039
7 C 2.045 0.473 -0.077  F1 1.338, F4 1.312, O5 1.419, C8 1.634
8 C 1.208 -0.929 -0.056  F2 1.297, F3 1.369, N6 1.562, C7 1.634
9 H -0.846 0.167 0.113  N6 1.039

Mulliken atomic charge list, values in e, 5 entries:
1. F -0.246
2. F -0.234
3. F -0.231
4. F -0.229
5. O -0.289

---

Q: Among the records above, which one has the lowest DFT total energy?
A: C4H8ClNO

---

Q: Which value of DFT total energy does entry 4 give?
A: -606.177526 hartree

---

Q: Number 4 is which compound?
A: C2HF4NO